# 1
Computed, not measured: a cluster of 3 separate species, C4H15NO2 in total in a non-equilibrium geometry, with ωB97M-V/def2-TZVPD.

The geometry in XYZ format:
```
22
Properties=species:S:1:pos:R:3:forces:R:3
C 2.2075 0.1260 -0.2255 1.818 -6.002 -2.149
C 1.5717 -0.8004 0.8303 -0.759 0.521 4.120
N 0.5948 -0.0557 1.8012 1.244 -0.663 -0.942
C -0.8164 0.1927 1.3890 2.324 0.312 0.283
C -0.9393 0.1134 -0.0791 -1.715 1.877 -2.063
H 3.3012 -0.0954 -0.2835 -0.378 0.088 0.566
H 1.9677 -0.3023 -1.2482 -0.417 1.354 1.061
H 2.1877 1.1278 -0.1200 -1.005 3.240 0.452
H 2.3640 -1.1946 1.6197 -1.356 0.709 -1.851
H 0.9690 -1.7234 0.5416 1.163 1.300 -0.333
H 1.0642 0.6408 2.3566 -0.108 0.200 -0.285
H -1.2698 -0.6481 1.8323 -1.640 -0.704 0.580
H -1.2071 1.1562 1.7527 0.198 -0.540 0.182
H -1.9012 -0.4330 -0.3780 0.649 1.792 0.061
H -0.3000 -0.5325 -0.5470 2.027 -1.971 -0.499
H -0.5576 1.0823 -0.6443 -1.808 -1.526 1.062
O -3.6383 1.5822 0.3806 -0.175 2.619 2.464
H -3.8619 0.9197 1.0076 -0.280 -0.832 0.853
H -3.5823 1.1596 -0.4160 0.343 -1.661 -3.246
O 0.4696 -0.5771 -2.8387 1.301 -0.046 -2.469
H 1.0583 -0.2420 -3.6000 -1.337 -0.522 1.820
H 0.3184 -1.4960 -3.1313 -0.088 0.456 0.333
```
Positions in Å, forces in eV/Å.

F_max = 6.63 eV/A
Highest occupied orbital energy = -0.2875 Eh
E_LUMO = 0.50 eV
Energy relative to the best compared isomer or geometry (same formula, charge and spin) = 77.0 kcal/mol
DFT total energy = -9973.746 eV

These are the Löwdin partial charges, in e, on atoms 1 to 8: atom 1 (C): -0.1160, atom 2 (C): -0.2359, atom 3 (N): -0.1098, atom 4 (C): -0.2928, atom 5 (C): -0.1562, atom 6 (H): 0.0703, atom 7 (H): 0.0596, atom 8 (H): 0.0264

---

# 2
Computed, not measured: a cluster of 3 separate species, C4H15NO2 in total in a non-equilibrium geometry, with ωB97M-V/def2-TZVPD.

The geometry in XYZ format:
```
22
Properties=species:S:1:pos:R:3:forces:R:3
C -0.8538 1.5920 0.2261 -0.197 -0.475 -0.710
C -0.6227 0.1958 0.8613 -0.005 0.724 0.471
N 0.6806 -0.3766 0.6149 0.513 0.191 -0.189
C 1.4519 -0.8409 1.7542 -0.808 -0.199 0.165
C 0.8764 -1.0677 -0.6420 1.032 0.037 0.063
H -0.7674 2.3821 0.9650 0.072 0.136 0.017
H -0.1597 1.7669 -0.5985 -0.164 -0.042 0.267
H -1.8431 1.6632 -0.2434 -0.002 0.019 0.334
H -1.4487 -0.4678 0.5874 0.158 -0.147 0.048
H -0.7089 0.3588 1.9386 -0.032 -0.317 0.015
H 0.8716 -1.5454 2.3765 0.242 -0.038 -0.012
H 1.7716 -0.0242 2.4114 -0.111 0.045 -0.165
H 2.3406 -1.3427 1.3915 0.152 -0.095 0.053
H 0.1518 -1.8441 -0.9181 -0.406 0.227 0.071
H 1.0354 -0.3215 -1.4302 -0.858 -0.624 -0.137
H 1.8307 -1.6134 -0.5999 -0.169 0.099 0.105
O -3.1581 -1.2597 -0.9274 -0.837 0.572 -0.245
H -3.3187 -0.3318 -1.2016 0.509 -0.927 0.257
H -2.2152 -1.4095 -0.8667 0.207 0.273 -0.193
O 1.7632 1.6368 -1.5038 0.675 0.581 0.833
H 2.3380 0.8781 -1.3699 0.230 -0.101 -0.388
H 1.7424 1.9603 -0.5812 -0.200 0.062 -0.658
```
Positions in Å, forces in eV/Å.

F_max = 1.22 eV/A
Highest occupied orbital energy = -0.3041 Eh
E_LUMO = 0.70 eV
Energy relative to the best compared isomer or geometry (same formula, charge and spin) = 44.1 kcal/mol
DFT total energy = -9975.174 eV

These are the Löwdin partial charges, in e, on atoms 1 to 8: atom 1 (C): -0.0663, atom 2 (C): -0.2413, atom 3 (N): -0.2901, atom 4 (C): -0.0947, atom 5 (C): -0.1006, atom 6 (H): 0.0664, atom 7 (H): 0.0401, atom 8 (H): 0.0632

---

# 3
Computed, not measured: a cluster of 3 separate species, C4H15NO2S in total in a non-equilibrium geometry, with ωB97M-V/def2-TZVPD.

The geometry in XYZ format:
```
23
Properties=species:S:1:pos:R:3:forces:R:3
C 0.2974 -1.3148 -0.8909 0.190 -0.993 0.647
N -0.6433 -0.4830 -0.1689 -0.181 -0.348 0.009
C -1.3592 0.4367 -1.0126 -0.292 0.632 -0.249
C -2.3408 1.2699 -0.2135 0.242 -0.174 0.202
S -1.5931 2.4968 0.8832 -0.013 0.646 -0.028
C 1.6296 -0.6682 -1.2198 0.130 0.033 -0.701
H -0.2010 -1.7492 -1.7570 -0.059 0.180 -0.198
H 0.4954 -2.1573 -0.2231 0.034 -0.202 -0.123
H -0.1523 -0.0732 0.6269 -0.144 0.498 -0.288
H -0.7136 1.0696 -1.6243 0.252 0.365 0.081
H -1.9583 -0.1053 -1.7524 0.053 -0.478 0.138
H -2.9448 0.5893 0.3640 -0.308 -0.301 0.321
H -3.0386 1.8145 -0.8468 0.176 0.161 -0.152
H -0.7600 1.7433 1.6478 -0.022 -0.218 -0.058
H 1.4805 0.3722 -1.4601 0.088 0.601 0.331
H 2.0918 -1.0441 -2.1348 -0.008 -0.479 0.012
H 2.3443 -0.7976 -0.4099 -0.043 0.326 0.047
H 5.2600 1.4624 1.9848 -0.313 0.054 0.062
H 3.8947 2.1682 1.9748 -0.151 -0.048 -0.048
O 4.4344 1.5481 2.4875 0.416 -0.048 0.019
H -2.4051 -2.7352 0.7671 0.171 0.298 -0.079
H -1.7206 -1.4850 1.3822 -0.062 -0.452 -0.470
O -2.0974 -2.3581 1.5957 -0.158 -0.052 0.525
```
Positions in Å, forces in eV/Å.

Multiplicity = 2
F_max = 1.20 eV/A
Highest occupied orbital energy (spin up / spin down) = 0.0312 / -0.2142 Eh
E_LUMO (spin up / spin down) = 3.20 / 3.19 eV
Energy relative to the best compared isomer or geometry (same formula, charge and spin) = 7.4 kcal/mol
DFT total energy = -20810.363 eV
Charge = -1

These are the Löwdin partial charges, in e, on atoms 1 to 8: atom 1 (C): -0.3122, atom 2 (N): -0.1201, atom 3 (C): -0.3473, atom 4 (C): -0.6173, atom 5 (S): 0.4046, atom 6 (C): -0.1465, atom 7 (H): 0.1041, atom 8 (H): 0.1004

---

# 4
Computed, not measured: a cluster of 3 separate species, C4H15NO2S in total in a non-equilibrium geometry, with ωB97M-V/def2-TZVPD.

The geometry in XYZ format:
```
23
Properties=species:S:1:pos:R:3:forces:R:3
C 0.5337 2.0259 0.3630 2.254 1.545 3.818
C 0.5169 1.5914 -1.0416 0.333 -0.440 -1.388
N 0.5617 0.1353 -1.4101 -2.166 1.758 0.458
C 0.3756 -0.8116 -0.4031 -0.672 -0.692 4.262
C 0.6994 -2.2845 -0.6878 -0.071 0.538 -2.714
S 0.4842 -3.3690 0.7165 -0.189 -0.255 0.104
H -0.3608 2.4962 0.8363 -0.229 -1.632 -0.503
H 1.1028 3.0223 0.5079 0.055 -1.576 -0.789
H 1.0817 1.2828 1.0388 -1.104 1.247 -0.543
H -0.3385 2.1867 -1.3758 -0.009 -0.647 -1.362
H 1.4538 1.8636 -1.5231 -0.253 1.125 -0.052
H 1.1962 -0.0002 -2.1355 1.253 -0.651 -0.823
H 1.0022 -0.5767 0.5868 -1.075 -0.490 -1.814
H -0.7202 -0.7436 -0.0232 1.862 -0.197 -0.240
H 1.7094 -2.3372 -1.1238 -0.005 -0.117 0.561
H 0.1022 -2.6640 -1.5857 0.254 0.322 1.383
H 1.7509 -3.4063 1.1490 0.015 0.151 -0.086
O -2.7256 -1.0391 -0.9982 -2.416 0.087 0.477
H -1.8567 -0.9566 -1.3074 1.961 0.257 -0.916
H -3.2310 -0.3554 -1.4626 0.192 -0.303 0.152
O -1.0865 0.9571 3.4693 -4.611 -1.854 -3.891
H -0.5579 1.6382 3.7240 2.357 3.185 1.073
H -1.6937 1.3445 2.6865 2.265 -1.364 2.834
```
Positions in Å, forces in eV/Å.

F_max = 6.31 eV/A
Highest occupied orbital energy = -0.3141 Eh
E_LUMO = 0.65 eV
Energy relative to the best compared isomer or geometry (same formula, charge and spin) = 60.7 kcal/mol
DFT total energy = -20809.242 eV

These are the Löwdin partial charges, in e, on atoms 1 to 8: atom 1 (C): -0.1483, atom 2 (C): -0.2619, atom 3 (N): -0.0738, atom 4 (C): -0.3907, atom 5 (C): -0.6103, atom 6 (S): 0.7200, atom 7 (H): 0.0660, atom 8 (H): 0.0985

---

# 5
Computed, not measured: a cluster of 4 separate species, C4H15NO3 in total in a non-equilibrium geometry, with ωB97M-V/def2-TZVPD.

The geometry in XYZ format:
```
23
Properties=species:S:1:pos:R:3:forces:R:3
C 2.0384 -1.9174 -0.2074 -1.213 -1.578 -0.080
C 1.1336 -1.0129 0.1093 4.223 1.297 -1.380
C 1.5530 0.4144 -0.1535 -1.704 -0.077 -0.225
N 0.4257 1.3073 0.2367 1.232 -0.435 -0.556
C 0.7602 2.3132 1.2364 -0.964 1.464 0.387
H 1.7741 -2.9589 -0.2069 0.011 -0.443 0.147
H 2.9779 -1.7141 -0.6851 0.437 0.487 0.301
H 0.1416 -1.0727 0.3055 -2.610 -0.922 1.281
H 1.5714 0.4440 -1.2609 0.898 0.392 0.521
H 2.5088 0.6117 0.3786 -0.634 0.345 -0.708
H -0.0456 1.6228 -0.6277 0.611 0.410 1.073
H 0.4741 3.2998 0.7774 0.377 -0.592 0.966
H 1.8246 2.3883 1.6091 -0.920 -0.427 -0.956
H 0.1494 2.1520 2.1697 0.441 0.306 -0.812
O -2.5008 0.5841 -1.4553 0.383 -0.119 0.559
H -2.6096 -0.2079 -0.9081 0.115 0.104 -0.026
H -3.2035 0.4909 -2.0846 -0.454 0.093 -0.666
O -1.4826 -2.3338 -1.4515 0.597 0.027 2.542
H -1.8340 -2.9972 -0.8039 0.203 0.615 -1.053
H -0.8977 -1.8157 -0.8131 -1.015 -0.835 -1.625
O -1.9532 -0.0280 1.2078 0.328 0.091 -0.230
H -1.4355 -0.0629 2.0217 -0.148 -0.050 -0.108
H -1.3705 0.4930 0.6060 -0.195 -0.152 0.647
```
Positions in Å, forces in eV/Å.

F_max = 4.63 eV/A
Highest occupied orbital energy = -0.3324 Eh
E_LUMO = 0.78 eV
Energy relative to the best compared isomer or geometry (same formula, charge and spin) = 53.4 kcal/mol
DFT total energy = -12021.902 eV

These are the Löwdin partial charges, in e, on atoms 1 to 8: atom 1 (C): 0.0082, atom 2 (C): -0.1708, atom 3 (C): -0.2082, atom 4 (N): -0.1645, atom 5 (C): -0.1339, atom 6 (H): 0.0523, atom 7 (H): 0.0650, atom 8 (H): 0.0275

---

# 6
Computed, not measured: a cluster of 4 separate species, C4H15NO3 in total in a non-equilibrium geometry, with ωB97M-V/def2-TZVPD.

The geometry in XYZ format:
```
23
Properties=species:S:1:pos:R:3:forces:R:3
C 2.4056 -1.5531 -1.7642 0.360 -0.279 -0.385
N 1.6763 -0.8313 -1.0585 0.722 1.023 1.044
C 0.2617 -0.7416 -0.9662 -1.084 -1.147 -1.027
C -0.2955 -1.3913 0.2967 0.308 0.279 0.355
C -1.7720 -1.7492 0.1714 -0.071 2.060 -0.404
H 2.1055 -2.3257 -2.4767 -0.530 -0.015 -0.152
H 3.4913 -1.4168 -1.7024 -0.172 -0.065 0.156
H -0.0223 0.3091 -1.0255 0.081 -0.072 0.122
H -0.2922 -1.2487 -1.7812 0.428 0.030 -0.297
H 0.2591 -2.2988 0.5473 0.159 0.075 -0.089
H -0.1384 -0.6827 1.1183 -0.141 -0.212 0.149
H -2.1926 -1.7808 1.1693 -0.312 -1.031 0.011
H -2.3298 -0.9079 -0.2781 0.333 0.056 0.090
H -1.9479 -2.5332 -0.5519 -0.077 -0.777 0.507
O 2.1942 1.1712 2.2904 0.615 -0.495 2.250
H 2.2197 2.0811 1.9953 -0.563 -0.782 -1.255
H 1.8704 0.3672 1.8694 -0.065 1.282 -1.101
O -0.3696 2.4989 -1.2531 -0.610 1.221 -0.066
H -0.4957 3.2987 -1.8068 0.290 -0.786 0.295
H -0.9750 2.6878 -0.5124 0.191 -0.348 -0.126
O -1.9718 2.2856 1.5077 0.269 0.219 0.997
H -1.1216 2.1944 1.9765 -0.292 -0.088 -0.410
H -2.5594 2.5671 2.2350 0.162 -0.151 -0.665
```
Positions in Å, forces in eV/Å.

F_max = 2.38 eV/A
Highest occupied orbital energy = -0.3259 Eh
E_LUMO = 0.44 eV
Energy relative to the best compared isomer or geometry (same formula, charge and spin) = 42.9 kcal/mol
DFT total energy = -12022.358 eV

These are the Löwdin partial charges, in e, on atoms 1 to 8: atom 1 (C): -0.0659, atom 2 (N): -0.0385, atom 3 (C): -0.2705, atom 4 (C): -0.2580, atom 5 (C): -0.1148, atom 6 (H): 0.0685, atom 7 (H): 0.0643, atom 8 (H): 0.0847